Here is a cluster of 10 separate species, C24H57N3O8S6 in total from the OMol25 dataset. Energies are from ωB97M-V/def2-TZVPD.

```
98
Properties=species:S:1:pos:R:3:forces:R:3:lowdin_charge:R:1
C -3.1356 -1.4292 1.5466 -2.1 -0.3 0.4 -0.030
C -2.0746 -1.6706 0.6601 3.7 -0.4 -3.3 -0.181
N -1.1495 -1.8400 -0.0558 -7.5 -0.3 4.5 0.068
H -3.3579 -0.3731 1.6993 0.7 0.1 0.2 0.092
H -2.9795 -1.9823 2.4728 -0.2 0.1 -0.3 0.066
H -4.0574 -1.7825 1.0845 -0.1 -0.4 -0.1 0.120
C -2.0440 3.1376 2.6841 -0.7 -0.9 1.7 -0.072
C -1.2757 2.1083 3.4078 1.2 -0.9 3.2 -0.212
N -0.6737 1.3165 4.0385 -0.9 4.0 -1.5 0.163
H -3.0674 2.7692 2.7557 -0.2 0.1 -0.4 0.105
H -1.6753 3.1760 1.6591 -0.7 0.4 1.1 0.035
H -1.9565 4.0951 3.1975 -0.1 -0.5 0.0 0.097
C 3.8498 1.0532 -0.5080 1.3 2.6 0.7 -0.111
C 4.1174 2.3297 -1.2025 0.5 0.9 -1.1 -0.239
N 4.4002 3.3111 -1.7590 -0.6 -1.4 0.9 0.148
H 2.7870 0.8125 -0.4844 1.0 0.3 -0.4 0.032
H 4.1092 1.2968 0.5223 0.2 0.1 0.2 0.109
H 4.5299 0.2599 -0.8183 -0.3 1.0 -0.3 0.099
C -0.2359 0.8409 1.4191 3.4 -0.8 0.0 -0.271
S -0.0113 1.1683 -0.3575 5.7 -4.0 1.6 0.938
O 1.1232 2.1643 -0.5467 -0.1 -1.7 0.9 -0.657
C 0.8249 -0.5058 -0.7119 -0.8 3.3 0.9 -0.307
H -0.7419 1.7050 1.8497 2.2 -1.3 -0.8 -0.019
H 0.7411 0.6228 1.8505 0.6 0.3 0.1 0.092
H -0.8159 -0.0715 1.5577 0.4 0.7 0.0 0.043
H 1.1201 -0.6228 -1.7546 -1.0 -0.2 1.7 0.039
H 0.0504 -1.2348 -0.4737 1.3 2.6 0.5 -0.063
H 1.7049 -0.6471 -0.0845 -0.8 2.3 0.2 0.037
C 1.3286 3.6596 1.3734 0.3 1.8 -0.4 -0.184
S 0.1297 4.9616 0.8074 1.6 -0.9 0.3 0.954
O -0.8513 4.9722 1.9178 0.3 2.2 -0.4 -0.597
C -0.5961 3.9098 -0.4625 0.0 1.4 0.3 -0.333
H 0.7304 2.8521 1.7955 0.4 0.4 0.0 0.029
H 2.0567 4.0804 2.0669 -0.4 0.2 0.2 0.067
H 1.8050 3.3585 0.4404 0.4 0.3 1.0 0.031
H 0.0495 3.6942 -1.3139 -0.2 1.8 0.9 0.042
H -1.5683 4.3219 -0.7330 1.0 0.3 -0.3 0.046
H -0.6998 2.9195 -0.0191 -0.4 1.4 0.5 -0.060
C -1.2360 -0.3893 -2.4926 -1.6 0.0 0.5 -0.291
S -1.5746 -1.9068 -3.4927 -1.1 0.9 -1.2 0.908
O -2.5330 -1.4182 -4.5881 1.1 -0.9 1.7 -0.561
C -2.5489 -2.9054 -2.2423 0.6 0.5 -0.1 -0.232
H -0.7572 -0.5613 -1.5287 -1.4 -0.4 -1.6 -0.022
H -2.1941 0.1057 -2.3337 0.4 -0.7 -0.5 0.008
H -0.6535 0.3935 -2.9784 -1.4 -2.1 0.2 0.005
H -2.6947 -3.9522 -2.5089 0.0 0.3 -0.7 0.052
H -3.4979 -2.4073 -2.0441 -0.1 -0.1 -0.1 0.049
H -1.9446 -2.9244 -1.3354 -0.4 -0.1 -0.6 -0.008
C 0.9696 -5.4662 -0.9501 0.0 0.6 0.7 -0.210
S 1.4182 -4.1614 0.3292 0.8 -0.5 -0.8 0.913
O 2.8809 -4.2409 0.7316 -1.4 -0.3 -0.5 -0.557
C 1.1852 -2.6894 -0.7378 0.8 -3.8 -0.7 -0.304
H 0.7010 -6.3861 -0.4308 0.2 0.1 0.1 0.041
H 1.7415 -5.6684 -1.6926 0.1 0.3 0.2 0.060
H 0.0719 -5.0663 -1.4215 0.0 0.0 -0.1 0.032
H 1.6477 -1.8039 -0.3019 0.2 -3.6 -0.1 -0.025
H 0.1057 -2.5474 -0.7889 1.2 -1.8 -0.3 -0.002
H 1.5462 -2.8365 -1.7557 0.4 -0.3 0.1 0.103
C -0.3801 -2.4595 2.8418 -0.3 0.7 0.2 -0.264
S -1.3478 -2.5647 4.4006 1.7 0.1 1.5 0.862
O -0.2668 -2.7108 5.4928 -1.9 0.4 -1.5 -0.568
C -2.0572 -0.8515 4.5006 0.2 -0.8 -0.8 -0.254
H 0.5903 -1.9829 2.9803 0.1 -0.2 0.6 0.070
H -0.8630 -1.8131 2.1090 0.3 -0.7 0.9 -0.025
H -0.2544 -3.4672 2.4459 -0.1 0.1 0.1 0.023
H -2.5233 -0.6419 5.4634 0.4 -0.3 0.1 0.068
H -2.7827 -0.6618 3.7096 -0.3 -0.5 0.5 0.013
H -1.2909 -0.1390 4.1953 0.0 -0.9 1.1 -0.045
C -3.5178 3.2076 -0.4657 -0.1 -0.4 0.4 -0.195
S -2.3485 1.7884 -0.4467 -6.5 -0.6 0.4 0.869
O -2.1659 1.3574 1.0423 -5.1 0.7 -5.1 -0.648
C -3.6588 0.6068 -1.0490 -0.1 -0.3 1.0 -0.212
H -2.8718 4.0445 -0.2003 -1.3 -0.1 0.4 0.018
H -4.3637 3.0424 0.2016 0.2 0.1 0.2 0.070
H -3.9042 3.3539 -1.4744 0.2 -0.1 -0.1 0.075
H -3.9725 0.8400 -2.0665 -0.1 0.2 0.2 0.083
H -4.4599 0.5890 -0.3101 -0.3 0.6 -0.2 0.066
H -3.2917 -0.4195 -1.0428 0.2 0.3 0.0 0.009
C 5.0246 -2.7263 -0.5707 -0.3 1.6 -0.4 0.008
C 3.9091 -1.6493 -0.5330 0.6 -2.9 0.0 -0.447
O 3.3678 -1.2981 -1.5671 0.7 -0.6 0.9 0.001
C 3.4761 -1.2047 0.8809 0.5 0.7 -0.6 -0.026
H 5.2731 -2.9438 -1.6095 -0.4 -0.3 0.0 0.085
H 4.6671 -3.5696 0.0201 0.2 0.0 -0.2 0.058
H 5.9437 -2.3007 -0.1679 0.0 0.0 0.5 0.083
H 4.3294 -1.1997 1.5591 -0.1 -0.2 0.0 0.114
H 2.6627 -1.7755 1.3290 0.4 -0.3 -0.1 0.082
H 3.1653 -0.1738 0.7116 -0.2 -1.0 1.4 0.025
C -0.0368 2.4773 -2.9189 -0.9 0.4 -1.7 -0.037
C 0.7169 1.3026 -3.4774 1.7 0.8 1.2 -0.469
O 0.2656 0.6411 -4.3605 0.6 -0.1 -2.7 0.076
C 1.9194 0.8320 -2.6828 0.6 0.6 -1.5 -0.038
H -1.0231 2.5765 -3.3721 -0.2 -0.5 -0.2 0.115
H 0.4240 3.3834 -3.3124 0.6 0.3 0.6 0.127
H -0.1514 2.4598 -1.8351 0.3 -0.2 -2.3 -0.032
H 1.8877 -0.2563 -2.6316 1.2 0.9 -1.7 0.068
H 1.9078 1.2329 -1.6692 -0.2 -0.2 -1.5 0.001
H 2.8777 1.1687 -3.0782 -0.1 0.0 -0.6 0.116
```
Forces are in eV/Å.

Calculated values
E_tot: -4102.948807 a.u.
frontier orbital gap: 0.3156 Eh
multiplicity: 1